# 1
DFT (the ωB97M-V functional and the def2-TZVPD basis) results for C12H17BN6NiO2 as an isolated structure at a distorted geometry.

Properties
M, g mol⁻¹: 346.81
Total energy, eV: -67477.119
Energy relative to the best compared isomer or geometry (same formula, charge and spin), kJ/mol: 0.00
LUMO (alpha / beta), Ha: 0.0223 / 0.0205
Orbital gap (alpha / beta), eV: 9.58 / 9.54
2S+1: 3

Element x y z (Å)
1 Ni 0.341 -0.315 0.320
2 O 1.536 -1.699 0.845
3 O 1.491 -3.755 1.753
4 N -1.925 -0.067 -1.483
5 N 0.992 -0.091 -1.338
6 N -1.379 -0.766 -0.418
7 N 0.349 0.578 -2.364
8 N -0.295 1.678 0.236
9 N -0.941 2.101 -0.922
10 C 1.930 -2.605 1.735
11 C -0.231 -0.117 3.418
12 C -3.080 -0.653 -1.854
13 C -0.906 3.831 0.465
14 C 1.156 0.544 -3.441
15 C -3.281 -1.782 -1.058
16 C -0.256 2.743 1.077
17 C 2.332 -0.147 -3.101
18 C 2.190 -0.550 -1.775
19 C -1.324 3.386 -0.788
20 C -2.180 -1.829 -0.185
21 C 2.991 -2.130 2.694
22 B -1.118 1.090 -2.097
23 H -0.337 -1.024 4.044
24 H -1.056 4.819 0.846
25 H -1.819 3.874 -1.614
26 H 0.212 2.697 2.057
27 H 3.881 -1.771 2.156
28 H -1.920 -2.558 0.561
29 H 0.792 0.254 3.421
30 H 2.790 -1.150 -1.103
31 H 2.625 -1.350 3.390
32 H 3.171 -0.324 -3.731
33 H -0.993 0.577 3.789
34 H 3.313 -3.001 3.296
35 H -3.653 -0.236 -2.673
36 H -4.102 -2.471 -1.132
37 H 0.827 1.021 -4.344
38 H -1.608 1.584 -3.060
39 H -0.512 -0.386 2.379

---

# 2
DFT (the ωB97M-V functional and the def2-TZVPD basis) results for a 17-piece molecular cluster, C4H41NO16 overall at a distorted geometry.

Properties
M, g mol⁻¹: 359.36
Total energy, eV: -39062.478
Energy relative to the best compared isomer or geometry (same formula, charge and spin), kJ/mol: 320.14
LUMO, Ha: -0.0014
Orbital gap, eV: 10.04

Element x y z (Å)
1 O 1.932 -1.226 -3.535
2 O 2.649 -1.454 0.954
3 O -2.962 -0.614 1.042
4 O 2.138 3.340 -1.733
5 O -0.168 0.514 3.538
6 O -3.581 -0.977 -1.552
7 O 3.366 0.441 -1.141
8 O -0.548 3.309 -1.417
9 O 2.556 3.155 2.265
10 O 2.882 -2.987 -1.507
11 O 1.881 -2.855 3.242
12 O -1.720 2.189 0.970
13 O 4.774 1.528 1.278
14 O -1.574 1.768 -3.167
15 O -3.898 1.641 -1.627
16 O -4.365 1.856 1.892
17 N -0.808 -2.711 1.191
18 C -0.132 -1.417 -0.913
19 C -0.014 -0.300 0.099
20 C -1.713 -3.439 1.706
21 C -0.651 -2.746 -0.258
22 H -3.140 1.613 -2.246
23 H 2.754 2.772 -1.202
24 H 3.147 -2.925 -2.425
25 H 3.477 -1.148 1.343
26 H 2.548 -0.070 -1.181
27 H -1.905 3.114 1.190
28 H 0.085 -0.614 1.136
29 H -4.097 1.946 0.970
30 H -0.580 2.881 -0.549
31 H -0.947 2.333 -2.666
32 H 0.420 -0.021 4.100
33 H -0.585 -0.255 3.113
34 H 0.843 -1.770 -1.269
35 H -0.971 0.183 0.098
36 H -3.332 0.198 1.433
37 H -1.672 1.990 -4.096
38 H 2.034 -3.349 -1.255
39 H 4.540 0.831 1.904
40 H 1.933 -0.346 -3.925
41 H -1.772 -3.614 2.780
42 H -3.791 -0.703 -0.647
43 H -1.565 -2.950 -0.839
44 H 3.023 -1.922 0.183
45 H 2.313 3.950 1.778
46 H -2.294 2.077 0.186
47 H 1.381 -2.223 2.705
48 H -3.637 2.037 2.493
49 H 1.008 -1.361 -3.279
50 H 0.432 3.404 -1.524
51 H -4.247 0.754 -1.826
52 H 1.574 -3.667 2.808
53 H -0.042 -3.686 -0.472
54 H 3.273 0.878 -0.291
55 H 0.899 0.263 -0.026
56 H 2.269 2.783 -2.522
57 H 1.751 2.639 2.388
58 H -4.043 -1.816 -1.665
59 H -2.412 -3.958 1.050
60 H -0.873 -1.085 -1.691
61 H 4.171 2.211 1.624
62 H -2.018 -0.390 0.987

---

# 3
DFT (the ωB97M-V functional and the def2-TZVPD basis) results for a 2-piece molecular cluster, C6H9O4P overall at a distorted geometry.

Properties
M, g mol⁻¹: 176.11
Total energy, eV: -23850.431
Energy relative to the best compared isomer or geometry (same formula, charge and spin), kJ/mol: 0.00
SMILES: O=P(O)(O)O.c1ccccc1
LUMO, Ha: 0.0219
Orbital gap, eV: 10.26

Element x y z (Å)
1 P 0.495 1.572 -1.560
2 O 0.522 0.432 -2.489
3 O -0.941 2.174 -1.225
4 O 1.089 1.311 -0.105
5 O 1.298 2.870 -2.013
6 C -1.119 -1.214 -0.165
7 C 0.463 -1.026 2.127
8 C 0.964 -1.647 0.982
9 C -0.829 -0.499 2.126
10 C -1.620 -0.593 0.980
11 C 0.173 -1.741 -0.164
12 H -1.540 2.098 -2.016
13 H 1.981 -2.062 0.983
14 H 2.101 2.612 -2.542
15 H 0.567 -2.230 -1.064
16 H 0.912 0.373 0.176
17 H -2.637 -0.178 0.979
18 H -1.741 -1.288 -1.066
19 H 1.085 -0.952 3.028
20 H -1.223 -0.010 3.026

---

# 4
DFT (the ωB97M-V functional and the def2-TZVPD basis) results for C6H14N2O2 as an isolated structure at a distorted geometry.

Properties
M, g mol⁻¹: 146.19
Total energy, eV: -13519.520
Energy relative to the best compared isomer or geometry (same formula, charge and spin), kJ/mol: 589.00
LUMO, Ha: 0.0273
Orbital gap, eV: 9.00

Element x y z (Å)
1 O 0.488 1.950 0.174
2 O 2.859 0.906 -0.296
3 N -2.290 0.716 -0.180
4 N 1.680 0.136 -0.668
5 C -1.915 -0.299 0.670
6 C 1.227 0.877 0.425
7 C -1.644 -1.566 0.336
8 C 1.889 -1.296 -0.541
9 C -2.115 0.567 -1.609
10 C 1.558 0.536 1.785
11 H -1.979 -0.021 1.717
12 H -2.750 -0.243 -1.975
13 H -1.621 -1.910 -0.686
14 H 0.914 -1.779 -0.470
15 H -1.456 -2.298 1.106
16 H 1.278 -0.470 2.073
17 H -2.120 1.644 0.175
18 H 1.328 1.309 2.508
19 H 0.540 2.107 -0.785
20 H 2.722 0.496 1.354
21 H -2.430 1.484 -2.105
22 H 2.505 -1.570 0.320
23 H 2.407 -1.619 -1.443
24 H -1.076 0.340 -1.885

---

# 5
DFT (the ωB97M-V functional and the def2-TZVPD basis) results for C22H29Br27NO2 as an isolated structure at a distorted geometry.

Properties
M, g mol⁻¹: 2496.89
Total energy, eV: -1920009.802
Net charge: -1
LUMO, Ha: 0.0407
Orbital gap, eV: 2.69

Element x y z (Å)
1 Br 2.229 -6.990 4.061
2 Br -3.488 -0.122 -3.505
3 Br -1.711 -2.454 -4.746
4 Br -1.864 -4.406 -7.734
5 Br -4.103 -3.164 -2.741
6 Br -6.606 1.035 -0.269
7 Br 4.768 3.928 -1.428
8 Br 2.339 -3.771 3.356
9 Br 3.757 6.536 -4.204
10 Br -4.322 2.857 -1.525
11 Br 5.970 1.011 -1.007
12 Br 1.063 5.906 -5.796
13 Br 1.479 4.768 -2.845
14 Br -1.845 5.388 4.118
15 Br -4.439 -2.507 -7.515
16 Br -0.606 2.484 4.548
17 Br -7.001 2.308 -3.169
18 Br -0.174 4.269 8.914
19 Br 1.295 5.044 4.588
20 Br -4.728 -5.663 -7.137
21 Br 1.726 6.826 8.900
22 Br 1.389 -5.555 -4.650
23 Br -1.540 -5.891 -3.454
24 Br -1.411 7.161 8.432
25 Br -0.682 -7.507 -6.085
26 Br 7.901 3.554 -0.941
27 Br 5.002 -5.668 3.138
28 O -0.878 -2.721 2.785
29 O 2.817 1.741 1.127
30 N -0.664 -1.993 -0.811
31 C -0.107 -6.748 -4.409
32 C 3.067 -5.603 2.985
33 C 2.108 -2.086 0.713
34 C 2.958 -1.513 1.653
35 C 0.537 2.633 0.942
36 C -3.762 -4.241 -8.009
37 C -0.504 1.498 0.948
38 C 1.212 -1.770 3.314
39 C -6.210 2.528 -1.420
40 C 0.810 -2.493 1.053
41 C 0.346 -2.345 2.362
42 C 1.870 2.320 0.221
43 C 6.128 2.878 -0.568
44 C -2.020 0.113 -0.580
45 C -0.029 6.147 9.310
46 C -0.464 4.350 4.976
47 C 1.862 6.202 -4.065
48 C 2.537 -1.336 2.969
49 C -0.060 -3.080 -0.057
50 C -1.802 -1.359 -0.150
51 C -3.457 -1.951 -4.099
52 C -0.731 0.939 -0.485
53 H -0.910 -2.289 -1.749
54 H -0.174 6.261 10.375
55 H -2.700 0.522 0.181
56 H -0.090 0.645 1.540
57 H 2.315 3.288 -0.086
58 H -0.815 1.789 -1.187
59 H 5.972 2.968 0.498
60 H 3.955 -1.180 1.380
61 H 2.481 -2.191 -0.300
62 H 0.857 -1.596 4.325
63 H 0.609 -3.608 -0.748
64 H -2.478 0.108 -1.583
65 H 0.096 3.565 0.545
66 H -0.779 -3.840 0.321
67 H -0.612 4.448 6.041
68 H 0.810 2.854 1.991
69 H 1.413 7.097 -3.658
70 H -6.664 3.402 -0.975
71 H 1.765 1.711 -0.685
72 H 0.153 0.339 -0.753
73 H -2.719 -1.943 -0.365
74 H 2.297 1.261 1.785
75 H -1.704 -1.337 0.939
76 H 3.142 -0.854 3.728
77 H 0.235 -7.568 -3.795
78 H -4.137 -2.032 -4.931
79 H 2.831 -5.831 1.951
80 H -3.935 -4.343 -9.070
81 H -1.309 -3.164 2.042

---

# 6
DFT (the ωB97M-V functional and the def2-TZVPD basis) results for C5H12FNPS as an isolated structure at a distorted geometry.

Properties
M, g mol⁻¹: 168.20
Total energy, eV: -29698.940
Net charge: +1
LUMO (alpha / beta), Ha: -0.1170 / -0.1967
Orbital gap (alpha / beta), eV: 6.72 / 6.82
2S+1: 3

Element x y z (Å)
1 S -5.613 -0.416 0.350
2 P -3.611 1.457 -0.355
3 F -4.714 -1.451 -0.564
4 N 1.209 -0.516 -0.570
5 C -0.060 -0.730 0.030
6 C 2.073 0.424 0.270
7 C -2.343 0.080 -0.099
8 C -0.970 0.218 -0.737
9 C -2.548 1.032 1.056
10 H -0.375 -1.874 -0.133
11 H 3.031 0.645 -0.181
12 H -2.770 -0.876 -0.347
13 H 1.824 -1.316 -0.599
14 H -0.499 1.161 -0.498
15 H 1.022 -0.148 -1.492
16 H -2.882 0.650 2.115
17 H -1.112 -0.055 -1.840
18 H -1.729 1.708 0.963
19 H 1.573 1.342 0.520
20 H 2.034 -0.013 1.305
21 H 0.047 -0.490 1.171